Computed, not measured: one molecule with the formula C20H25ClN2O2, with the ωB97M-V functional and the def2-TZVPD basis.

```
50
Properties=species:S:1:pos:R:3:forces:R:3
C 1.087298 -2.010204 -0.389888 0.07 0.03 0.44
C 1.587668 -2.277798 1.025437 0.16 -0.39 -0.48
H 2.677161 -2.189897 1.073930 -0.21 -0.07 0.05
H 1.300452 -3.282981 1.345998 0.07 0.10 -0.06
O 0.966630 -1.432783 1.982348 0.14 0.29 0.31
C 1.036303 -0.078553 1.826578 -0.01 0.22 -0.04
C -0.159664 0.603418 1.999904 0.27 -0.03 0.05
C -0.239304 1.981057 1.880111 0.15 -0.03 0.12
C 0.925296 2.685782 1.624279 -0.15 -0.10 0.09
C 2.135981 2.024257 1.497955 -0.04 -0.01 -0.05
C 2.228756 0.632932 1.565574 -0.13 -0.25 -0.05
O 3.373045 -0.105019 1.455810 -0.35 0.22 0.43
C 4.386761 0.272430 0.544328 0.37 -0.10 -0.27
H 5.123177 0.929249 1.012005 -0.11 -0.10 -0.09
H 4.878806 -0.656188 0.249032 -0.04 0.05 -0.01
H 3.974643 0.758237 -0.342473 0.00 -0.01 0.04
Cl 3.536825 3.036011 1.293335 0.10 0.10 0.07
H 0.907183 3.761730 1.536057 0.04 0.12 -0.01
C -1.582389 2.661552 1.813591 0.23 -0.12 -0.06
N -2.021675 2.738667 0.421828 -0.23 0.55 -0.17
C -2.099053 1.523906 -0.282444 -0.11 -0.16 -0.24
C -2.859461 0.459005 0.191718 0.11 0.27 -0.09
C -2.926107 -0.733075 -0.497959 0.02 -0.20 -0.07
C -2.244734 -0.910620 -1.708157 -0.06 0.26 0.04
C -1.524552 0.180439 -2.207459 0.00 -0.17 -0.07
C -1.447220 1.362574 -1.501023 -0.06 0.07 0.24
H -0.868864 2.183063 -1.905952 0.07 0.06 -0.02
H -1.016666 0.105277 -3.156153 0.05 -0.03 -0.10
N -2.301602 -2.095464 -2.396392 0.01 -0.41 -0.13
C -3.019022 -3.255472 -1.916145 -0.16 -0.07 0.15
C -2.808567 -4.293099 -3.015150 0.07 0.07 0.11
H -3.530773 -4.138140 -3.817262 -0.05 -0.02 -0.01
C -1.402261 -3.965715 -3.508334 -0.10 0.11 -0.02
H -0.662513 -4.375943 -2.819346 0.04 -0.01 0.01
C -1.375986 -2.438153 -3.456439 0.14 0.10 -0.26
H -1.714775 -2.010721 -4.410608 0.15 0.01 -0.01
H -0.371976 -2.056184 -3.245115 -0.03 0.03 -0.04
H -1.201302 -4.350680 -4.505903 0.07 -0.02 -0.01
H -2.904393 -5.312688 -2.647878 -0.06 -0.03 0.00
H -2.605563 -3.615296 -0.961015 -0.09 0.01 0.02
H -4.077277 -3.021464 -1.767945 0.03 -0.05 0.08
H -3.515293 -1.537033 -0.085951 -0.06 -0.10 0.03
H -3.408236 0.562404 1.115509 -0.07 0.01 0.11
H -1.444148 3.398062 -0.089972 -0.09 -0.10 0.12
H -2.323975 2.101859 2.384943 0.03 0.10 0.07
H -1.533683 3.680190 2.203815 -0.05 -0.09 0.04
H -1.039276 0.014413 2.202122 -0.09 -0.11 0.00
H 0.001026 -2.060469 -0.418074 -0.13 -0.01 -0.06
H 1.501122 -2.748428 -1.072100 0.06 -0.08 -0.11
H 1.385808 -1.017320 -0.720820 0.02 0.08 -0.10
```
Forces are in eV/Å.

E_tot in hartree: -1497.26477
Orbital gap in hartree: 0.28030
Energy above the lowest of the compared OMol25 structures with the same formula, charge and spin in kcal/mol: 44.9
Multiplicity: 1
Maximum force in eV Å⁻¹: 0.6
SMILES: CCOc1cc(CNc2ccc(N3CCCC3)cc2)cc(Cl)c1OC